# 1
The following is a DFT calculation (the ωB97M-V functional and the def2-TZVPD basis) of 14 unconnected molecules or ions with the total composition C51H52Cl2F14NO41 at a distorted geometry.

Geometry as XYZ:
```
161
C51H52Cl2F14NO41 (the ωB97M-V functional and the def2-TZVPD basis)
Cl -2.19 -0.35 -6.99
H -3.43 -2.70 -7.33
O 9.35 -2.55 6.84
H -7.85 -1.22 8.76
C 10.08 -1.92 5.81
O 5.64 -0.09 1.14
H -4.28 -2.82 6.70
O -5.16 5.84 -7.55
C -8.46 -2.09 8.49
F 9.36 -2.47 1.49
O 1.24 -0.56 -2.91
H 6.42 8.55 -0.08
F -5.38 0.30 1.34
O 8.66 2.73 4.05
H 4.32 4.49 -0.61
O -4.13 -4.96 4.90
C -4.44 -1.07 -3.01
C -3.84 6.29 -7.88
C 6.42 -0.98 0.99
C -4.97 -4.79 6.04
C -3.56 -4.88 -8.99
H 2.76 2.95 -1.66
C -3.56 2.24 -0.21
H 7.24 -3.83 0.03
O 5.80 3.06 -0.63
O 0.91 1.68 -2.98
F -7.68 -3.01 7.88
C -9.22 -2.69 9.64
N -3.62 0.49 -4.74
C -0.64 2.47 -6.46
C -5.02 4.73 -6.78
C -1.83 2.01 -5.52
H 0.35 -1.27 -5.92
F 8.54 0.82 2.87
C 7.45 -2.77 0.15
O -7.45 0.09 5.90
F 4.15 3.17 0.90
H -6.70 1.64 -3.48
O -3.72 4.34 -6.68
H -6.70 -0.39 3.28
H -5.49 2.27 -1.35
C -3.46 -0.67 -3.99
H 8.11 -2.46 -0.67
H -3.54 7.07 -7.18
H 4.02 -4.88 -3.42
C -5.12 1.96 -0.34
H -4.31 -1.99 -2.40
H -0.70 3.56 -6.68
H -8.41 -0.66 2.92
O 0.76 0.46 -4.87
O 7.99 -1.02 5.90
H 6.57 2.55 1.62
H -4.78 -5.34 -6.52
Cl -2.21 3.13 -4.17
C 7.83 1.91 3.24
C 7.53 2.79 2.07
F 5.84 9.48 2.17
H 5.60 -3.37 -2.36
F -2.81 -3.94 -5.88
F -7.07 -1.99 5.13
O -0.95 -2.59 1.82
F -4.37 -4.13 8.22
H -5.56 -3.79 -6.85
O -1.81 -0.89 0.61
O 4.95 7.10 -0.15
H -8.69 -2.59 10.58
C 0.74 -1.38 2.74
C -4.74 -4.45 -7.14
H 3.49 1.54 -0.87
C 5.72 -4.44 -2.15
C 6.00 7.77 0.55
O 7.52 4.09 2.66
H 6.80 7.07 0.82
C -6.63 -0.70 -1.70
C -3.40 -3.76 -7.09
C 4.45 3.42 -0.40
H -5.92 -4.34 5.76
O -6.68 -0.02 -0.49
C 3.78 7.68 0.25
O -2.65 -4.45 -8.07
O 5.87 -5.49 -4.17
O -7.74 2.33 5.82
O 6.25 -2.00 0.11
H 9.65 0.15 6.27
H -3.80 6.68 -8.89
C 5.29 8.31 1.75
H -4.53 -0.22 -0.41
H -3.29 2.73 0.77
C 1.03 -0.89 -5.16
F 11.34 -1.68 6.24
H -2.93 1.32 -0.34
O 2.72 7.42 -0.21
O 7.58 -1.10 1.70
H -3.30 2.99 -1.01
O -1.91 -4.86 4.60
O -7.33 -1.66 -1.84
O -4.84 -4.82 -8.51
H -2.99 4.40 -8.61
C -3.03 5.03 -7.72
F 5.41 -4.69 -0.86
O 0.18 -0.65 1.66
O 7.06 -4.82 -2.37
O -2.82 -4.27 6.59
C -10.57 -1.42 8.38
H 0.21 -3.38 3.36
O 3.99 8.57 1.26
H 0.33 2.29 -5.94
O -9.48 -1.69 7.60
C -2.86 -4.71 5.30
O 8.55 4.95 4.47
H 10.11 -2.58 4.93
O -3.28 -5.26 -10.08
C 4.95 -5.33 -3.08
C 7.12 -5.26 -3.67
O -7.96 1.10 3.94
C 8.07 -2.11 6.71
C -5.65 -0.22 -2.81
C 0.84 -1.56 -3.83
C -7.71 -0.27 3.66
C -7.89 -0.91 5.00
H 8.30 2.74 1.30
F 2.09 -1.26 2.68
H -5.16 -5.76 6.50
H 9.42 -0.28 4.57
H -9.46 -3.74 9.47
C 0.31 -2.79 2.46
C 5.85 2.61 -1.92
O -11.52 -0.82 8.01
H 4.74 -6.31 -2.64
C 3.70 2.51 -1.32
F -1.78 5.31 -7.30
H 0.99 -3.31 1.77
C -5.81 0.99 -3.63
C 8.00 -2.44 1.50
H -0.20 -1.85 -3.62
C -4.74 1.29 -4.59
O 8.12 -5.40 -4.28
O 7.13 -2.62 7.23
O -10.42 -1.92 9.64
H 7.63 -3.07 2.31
C -7.72 1.28 5.27
H 0.38 -0.98 3.68
O 4.61 2.35 -2.41
H 5.22 7.62 2.60
C -5.38 0.42 -0.06
H -4.88 2.24 -5.19
C -2.55 0.83 -5.67
H 6.95 1.60 3.81
H -0.66 1.94 -7.45
C -4.15 -3.88 6.91
C 9.34 -0.64 5.59
H -8.91 -1.20 5.24
F 1.65 -2.63 -3.69
C -0.94 -1.34 1.30
H -5.64 2.59 0.43
H 2.06 -1.00 -5.53
O -5.92 4.16 -6.25
C 8.27 4.02 3.79
C 0.97 0.63 -3.53
O 6.85 2.47 -2.54
H -2.57 -1.34 -4.12
```

HOMO-LUMO gap: 7.31 eV
Total charge: +1



# 2
The following is a DFT calculation (the ωB97M-V functional and the def2-TZVPD basis) of a gas-phase ion, C5H15N2 (charge +1).

Geometry as XYZ:
```
22
C5H15N2 (the ωB97M-V functional and the def2-TZVPD basis)
C -1.64 0.93 -0.31
N -2.85 0.13 -0.55
H -1.45 0.86 0.77
H 0.31 1.07 -1.34
H -1.78 2.00 -0.52
H 0.74 -1.41 -1.36
H -3.23 0.34 -1.47
C 0.48 -1.11 0.77
H -0.29 -1.40 1.48
N 2.57 0.20 0.60
C 1.20 0.13 1.25
C -0.50 0.36 -1.15
H 2.48 0.50 -0.37
H 0.68 1.04 0.95
H -3.58 0.45 0.09
H 3.18 0.86 1.10
H 1.21 -1.93 0.79
H -0.88 -1.68 -0.80
H 3.01 -0.73 0.60
H -0.95 0.24 -2.14
C -0.03 -1.02 -0.69
H 1.35 0.17 2.33
```

Structure (SMILES): NCCCCC[NH3+]
HOMO-LUMO gap: 8.86 eV
Total charge: +1
ΔE to the lowest compared entry with this formula, charge and spin: 72.7 kJ/mol



# 3
The following is a DFT calculation (the ωB97M-V functional and the def2-TZVPD basis) of a single C5H8O2 molecule at a distorted geometry.

Geometry as XYZ:
```
15
C5H8O2 (the ωB97M-V functional and the def2-TZVPD basis)
C 0.84 -0.40 1.09
C -0.07 -0.63 -0.24
H 0.18 -1.66 -0.11
H -2.52 1.37 0.42
H -2.06 -0.18 -1.27
C 0.85 0.35 -1.02
H -2.14 -0.92 0.34
H 1.33 -1.23 1.68
H 1.27 0.18 -2.01
O -1.61 1.10 0.29
H 0.28 0.23 1.76
C -1.57 -0.21 -0.26
C 1.82 0.25 0.13
H 0.40 1.35 -0.99
O 3.00 0.41 0.18
```

Structure (SMILES): O=C1CC(CO)C1
HOMO-LUMO gap: 9.99 eV
ΔE to the lowest compared entry with this formula, charge and spin: 206.2 kJ/mol



# 4
The following is a DFT calculation (the ωB97M-V functional and the def2-TZVPD basis) of a single C8H19ClO3Si molecule at a distorted geometry.

Geometry as XYZ:
```
32
C8H19ClO3Si (the ωB97M-V functional and the def2-TZVPD basis)
O 1.25 -0.72 0.48
H -0.02 0.51 2.73
H 0.68 1.92 2.02
C 2.18 -2.95 0.45
C -1.94 -2.44 -1.79
C 0.07 2.71 -1.59
H 1.89 1.61 -1.67
C -0.27 1.40 2.20
H 1.16 -1.90 -1.16
H -2.55 -0.67 -0.71
O -0.65 -0.44 -1.40
H -1.01 -2.96 -2.07
H 2.75 -1.19 -0.71
C -1.25 2.26 2.98
H -2.67 -3.13 -1.35
C 1.12 1.85 -0.95
H 2.76 -2.68 1.32
Cl 0.74 4.13 -2.36
H -2.42 -2.13 -2.72
H 1.27 -3.45 0.76
H 2.71 -3.65 -0.21
H -0.85 2.59 3.94
C -1.65 -1.26 -0.88
H -0.67 3.07 -0.81
H -1.32 -1.60 0.11
C 1.83 -1.67 -0.33
H -2.20 1.72 3.08
H -0.53 2.16 -2.36
Si 0.22 0.35 -0.23
O -0.79 0.99 0.96
H -1.45 3.18 2.42
H 1.61 2.37 -0.15
```

Structure (SMILES): CCO[Si](CCCl)(OCC)OCC
HOMO-LUMO gap: 10.99 eV
ΔE to the lowest compared entry with this formula, charge and spin: 0.0 kJ/mol



Calculated HOMO energy in order - -12.436 -12.532 -9.362 -10.103 eV